Computed, not measured: a 9-piece molecular cluster, C11H30N8O19 overall, with the ωB97M-V functional and the def2-TZVPD basis.

The geometry in ORCA input format:
```
! RIJCOSX wB97M-V def2-TZVPD def2/J DEFGRID3
* xyz 1 2
C 2.13 -6.40 -1.02
O 3.46 -6.34 -1.52
C 4.37 -7.15 -1.13
O 4.31 -7.88 -0.13
O 5.44 -7.04 -1.95
C 6.73 -7.58 -1.72
H 1.56 -5.49 -1.23
H 2.13 -6.40 0.07
H 1.56 -7.29 -1.27
H 7.42 -7.28 -2.51
H 6.86 -8.66 -1.65
H 7.21 -7.06 -0.88
C -5.89 -7.56 -2.34
N -5.36 -6.18 -1.95
O -5.99 -5.10 -2.06
O -4.20 -6.25 -1.57
H -6.17 -7.36 -3.37
H -6.81 -7.61 -1.75
H -5.24 -8.42 -2.14
C -1.59 -9.68 -8.23
N -1.35 -10.39 -9.49
O -2.25 -10.76 -10.16
O -0.13 -10.52 -9.68
H -2.27 -10.10 -7.49
H -2.06 -8.79 -8.65
H -0.65 -9.40 -7.76
C -5.52 -13.64 -3.28
N -4.95 -12.34 -2.77
O -4.53 -12.29 -1.65
O -4.98 -11.37 -3.56
H -6.39 -13.96 -2.70
H -4.77 -14.42 -3.13
H -5.81 -13.56 -4.33
C -3.26 -10.16 1.24
N -2.75 -9.70 -0.03
O -3.47 -9.48 -0.95
O -1.52 -9.50 -0.11
H -3.35 -11.23 1.10
H -4.24 -9.73 1.45
H -2.56 -9.81 2.00
C 1.39 -6.81 -5.99
N 1.07 -5.74 -5.02
O 0.42 -4.76 -5.34
O 1.48 -5.89 -3.86
H 0.79 -6.72 -6.89
H 0.92 -7.70 -5.57
H 2.44 -6.84 -6.28
C -1.88 -10.21 -3.33
N -0.92 -9.22 -3.98
O -0.67 -9.31 -5.18
O -0.33 -8.42 -3.24
H -1.39 -10.47 -2.39
H -1.94 -11.04 -4.04
H -2.78 -9.64 -3.10
C -3.38 -5.32 -4.76
N -3.35 -6.76 -5.21
O -2.46 -7.10 -5.95
O -4.33 -7.46 -4.95
H -2.40 -4.96 -5.08
H -3.53 -5.00 -3.73
H -4.09 -4.93 -5.49
C 2.04 -12.77 -7.54
N 1.89 -11.40 -7.00
O 2.34 -10.49 -7.68
O 1.44 -11.22 -5.90
H 2.82 -13.24 -6.93
H 2.35 -12.77 -8.58
H 1.08 -13.27 -7.41
*
```

Properties
<S²>   0.756
HOMO-LUMO gap (spin up / spin down)   8.92 / 2.56 eV
HOMO level (spin up / spin down)   -12.23 / -12.23 eV

=====

Computed, not measured: C11H31Br3O5 as an isolated structure, with the ωB97M-V functional and the def2-TZVPD basis.

The geometry in ORCA input format:
```
! RIJCOSX wB97M-V def2-TZVPD def2/J DEFGRID3
* xyz 0 1
C -4.82 -3.15 -2.70
Br -5.48 -3.46 -4.45
Br -2.95 -2.71 -2.65
Br -5.42 -4.41 -1.45
H -5.26 -2.17 -2.33
C 3.72 -5.18 0.91
C 3.87 -3.85 0.28
O 2.64 -3.16 0.13
H 4.56 -5.61 1.42
H 3.28 -5.94 0.16
H 2.96 -5.00 1.72
H 4.37 -3.98 -0.70
H 4.39 -3.21 0.99
H 2.68 -2.76 -0.72
C -0.15 4.22 -1.44
C 0.02 3.33 -0.18
O -1.28 2.90 0.11
H -0.85 5.03 -1.33
H -0.51 3.61 -2.30
H 0.78 4.74 -1.61
H 0.35 3.86 0.73
H 0.71 2.55 -0.49
H -1.22 2.42 0.99
C 3.18 0.54 2.66
C 3.15 1.86 3.39
O 1.82 2.08 3.90
H 3.08 -0.39 3.25
H 4.12 0.60 2.10
H 2.53 0.53 1.79
H 3.32 2.63 2.61
H 3.89 1.97 4.27
H 1.77 3.04 4.05
C -0.13 -0.76 0.69
C -1.08 -0.22 1.73
O -0.61 1.05 2.36
H -0.35 -1.80 0.44
H 0.90 -0.68 1.03
H -0.28 -0.14 -0.12
H -1.39 -1.01 2.46
H -2.09 0.11 1.43
H 0.25 0.89 2.68
C -3.65 0.76 -3.64
C -3.15 1.74 -2.53
O -1.91 1.14 -1.96
H -2.84 0.57 -4.31
H -4.49 1.09 -4.23
H -3.97 -0.11 -3.12
H -3.90 1.98 -1.76
H -2.92 2.70 -2.99
H -1.63 1.79 -1.28
*
```

Properties
HOMO-LUMO gap   9.96 eV
HOMO level   -9.70 eV

=====

Computed, not measured: C11H31O13Y as an isolated structure, with the ωB97M-V functional and the def2-TZVPD basis.

The geometry in ORCA input format:
```
! RIJCOSX wB97M-V def2-TZVPD def2/J DEFGRID3
* xyz 2 1
Y -15.52 4.46 -11.32
O -12.55 6.40 -13.57
C -13.48 5.79 -12.86
O -13.47 5.77 -11.58
O -14.48 5.28 -13.43
H -11.81 6.54 -12.92
C -15.42 5.34 -17.10
C -16.80 4.93 -16.65
O -17.21 5.63 -15.47
O -14.41 4.83 -16.24
H -15.38 6.43 -17.18
H -15.17 4.98 -18.10
H -16.78 3.85 -16.50
H -17.54 5.08 -17.44
H -17.58 6.49 -15.70
H -14.51 5.21 -15.36
C -10.43 7.01 -16.23
C -9.79 5.70 -15.74
O -9.43 4.79 -16.77
O -11.82 6.88 -16.46
H -10.02 7.36 -17.18
H -10.20 7.85 -15.55
H -10.51 5.14 -15.13
H -8.91 5.85 -15.10
H -8.79 5.24 -17.34
H -12.30 6.92 -15.63
C -14.28 1.51 -12.47
C -15.43 1.82 -13.39
O -16.34 2.75 -12.77
O -13.69 2.78 -12.02
H -13.56 0.86 -12.97
H -14.59 1.01 -11.54
H -15.91 0.91 -13.74
H -15.02 2.27 -14.30
H -17.23 2.48 -13.03
H -12.74 2.63 -12.09
C -10.24 7.91 -11.68
C -10.69 7.99 -10.23
O -12.05 8.36 -10.21
O -10.58 6.62 -12.23
H -9.17 8.13 -11.79
H -10.66 8.70 -12.30
H -10.10 8.76 -9.72
H -10.56 7.03 -9.72
H -12.53 7.66 -10.66
H -9.86 6.02 -12.03
C -18.77 4.66 -10.96
C -18.66 5.38 -12.31
O -17.32 5.29 -12.82
O -17.74 3.71 -10.62
H -19.72 4.12 -10.91
H -18.75 5.44 -10.19
H -18.89 6.43 -12.16
H -19.36 4.98 -13.04
H -17.31 5.44 -13.81
H -18.07 3.17 -9.89
*
```

Properties
HOMO-LUMO gap   5.51 eV
ΔE to the lowest compared entry with this formula, charge and spin   19.0 kJ/mol
HOMO level   -13.30 eV

=====

Computed, not measured: C11H32AlClN7O14 as an isolated structure, with the ωB97M-V functional and the def2-TZVPD basis.

The geometry in ORCA input format:
```
! RIJCOSX wB97M-V def2-TZVPD def2/J DEFGRID3
* xyz -1 1
C -0.56 -4.29 -1.34
C -1.96 -4.57 -1.88
C -3.10 -4.24 -0.86
C -3.83 -2.95 -1.32
Al -4.50 -5.74 -1.08
Cl -5.62 -6.14 0.83
H -0.42 -3.25 -1.06
H -0.31 -4.92 -0.49
H 0.16 -4.56 -2.12
H -2.03 -5.62 -2.12
H -2.13 -4.00 -2.80
H -2.71 -4.15 0.15
H -3.97 -3.01 -2.40
H -4.84 -2.96 -0.91
H -3.32 -2.04 -1.01
H -5.54 -5.22 -2.20
H -3.83 -7.08 -1.65
C 0.78 -0.18 1.69
N -0.17 -1.03 0.91
O -0.30 -2.19 1.25
O -0.75 -0.49 -0.01
H 1.22 -0.79 2.47
H 1.53 0.17 0.99
H 0.21 0.63 2.10
C 2.04 3.13 4.65
N 1.08 2.30 3.88
O 0.96 1.13 4.19
O 0.46 2.85 2.99
H 2.51 2.52 5.40
H 2.77 3.52 3.94
H 1.48 3.94 5.10
C 0.41 5.14 0.13
N 1.66 5.63 0.76
O 1.57 6.22 1.82
O 2.70 5.42 0.17
H -0.42 5.40 0.77
H 0.32 5.61 -0.84
H 0.50 4.06 0.03
C -2.12 -5.86 -6.03
N -2.31 -7.08 -5.20
O -2.78 -6.93 -4.10
O -1.98 -8.15 -5.70
H -2.45 -5.01 -5.45
H -1.06 -5.78 -6.25
H -2.71 -5.97 -6.93
C -1.51 -1.07 -3.61
N -2.30 -1.53 -4.78
O -1.93 -2.55 -5.34
O -3.25 -0.86 -5.10
H -0.69 -1.77 -3.44
H -1.13 -0.08 -3.84
H -2.18 -1.06 -2.75
C 5.82 5.48 -1.11
N 6.99 4.97 -1.87
O 7.75 4.22 -1.29
O 7.10 5.33 -3.02
H 5.85 5.08 -0.11
H 5.89 6.57 -1.10
H 4.92 5.17 -1.63
C 1.66 6.00 8.81
N 1.79 4.92 7.79
O 2.85 4.82 7.20
O 0.82 4.21 7.61
H 2.60 6.54 8.85
H 0.85 6.64 8.50
H 1.44 5.52 9.76
*
```

Properties
HOMO-LUMO gap   4.69 eV
HOMO level   -4.15 eV

=====

Computed, not measured: a 3-piece molecular cluster, C11H32BN4O9P2 overall, with the ωB97M-V functional and the def2-TZVPD basis.

The geometry in ORCA input format:
```
! RIJCOSX wB97M-V def2-TZVPD def2/J DEFGRID3
* xyz 1 1
C 3.30 -3.63 -0.23
N 3.11 -5.10 -0.56
C 4.45 -5.79 -0.82
B 2.21 -5.23 -1.77
O 2.73 -4.68 -3.07
C 0.73 -5.94 -1.83
C 0.01 -6.49 -0.46
N -1.38 -5.85 -0.33
C -1.46 -4.72 -1.37
N -2.56 -3.89 -1.47
N -0.18 -4.78 -2.18
H 2.49 -3.22 0.54
H 4.34 -3.39 0.25
H 3.19 -2.92 -1.18
H 4.60 -6.76 -0.14
H 4.54 -6.18 -1.94
H 5.38 -5.10 -0.63
H 2.75 -5.49 -3.67
H 0.83 -6.84 -2.57
H 0.64 -6.60 0.53
H -0.29 -7.60 -0.75
H -1.64 -5.52 0.64
H -2.53 -2.89 -1.76
H -3.49 -4.32 -1.19
H -0.28 -4.57 -3.21
C -3.65 -0.13 0.97
O -4.22 0.49 -0.17
P -3.23 1.00 -1.49
O -2.83 -0.45 -1.77
O -2.15 1.67 -0.44
C -2.55 2.82 0.30
O -2.24 1.52 -2.82
C -2.06 2.91 -2.97
H -4.27 -0.99 1.25
H -2.62 -0.46 0.80
H -3.66 0.58 1.80
H -2.37 2.63 1.36
H -3.60 3.05 0.14
H -1.94 3.67 -0.01
H -1.27 3.26 -2.29
H -2.99 3.45 -2.78
H -1.73 3.11 -3.99
C 0.18 3.60 1.37
O 0.16 4.10 2.70
P -0.02 5.79 3.00
O -1.42 5.77 2.38
O 1.09 6.13 1.82
C 2.44 5.78 2.04
O -0.19 7.49 3.30
C 0.95 8.18 3.75
H -0.44 2.70 1.33
H -0.19 4.32 0.64
H 1.20 3.31 1.12
H 2.79 5.19 1.19
H 2.57 5.21 2.96
H 3.04 6.69 2.10
H 1.59 8.44 2.90
H 1.51 7.58 4.47
H 0.63 9.11 4.23
*
```

Properties
HOMO-LUMO gap   5.95 eV
ΔE to the lowest compared entry with this formula, charge and spin   433.0 kJ/mol
HOMO level   -11.17 eV

=====

Computed, not measured: a 3-piece molecular cluster, C11H32N3O9P2S overall, with the ωB97M-V functional and the def2-TZVPD basis.

The geometry in ORCA input format:
```
! RIJCOSX wB97M-V def2-TZVPD def2/J DEFGRID3
* xyz 1 1
C 0.91 0.69 -1.15
C 2.42 0.55 -1.27
O 2.67 -0.76 -1.77
C 4.03 -1.02 -2.04
C 4.89 -1.05 -0.81
N 4.48 -2.14 0.14
S 4.41 -3.73 -0.57
C 3.45 -1.82 0.89
N 2.28 -2.55 0.86
N 3.56 -0.80 1.73
H 0.55 0.08 -0.33
H 0.60 1.72 -1.06
H 0.48 0.27 -2.05
H 2.79 1.31 -1.96
H 2.83 0.68 -0.27
H 4.10 -1.92 -2.61
H 4.42 -0.23 -2.68
H 4.88 -0.11 -0.27
H 5.91 -1.24 -1.11
H 3.26 -3.73 -1.27
H 1.51 -2.00 0.48
H 2.05 -2.84 1.81
H 4.41 -0.67 2.26
H 2.79 -0.15 1.86
C -3.28 -4.39 -2.09
O -3.79 -4.62 -0.78
P -3.27 -3.75 0.43
O -3.28 -2.30 0.22
O -1.83 -4.33 0.81
C -0.70 -3.91 0.05
O -4.18 -4.30 1.59
C -3.67 -4.35 2.93
H -4.12 -4.35 -2.78
H -2.73 -3.45 -2.16
H -2.63 -5.22 -2.37
H -0.87 -2.93 -0.41
H -0.49 -4.64 -0.73
H 0.16 -3.85 0.71
H -3.17 -3.42 3.19
H -2.98 -5.19 3.02
H -4.51 -4.51 3.59
C -3.81 4.46 -0.56
O -2.68 5.25 -0.95
P -1.31 5.07 -0.19
O -0.83 3.69 -0.07
O -1.47 5.84 1.20
C -2.13 5.19 2.29
O -0.40 6.05 -1.02
C 0.67 6.75 -0.37
H -4.27 4.06 -1.47
H -3.53 3.63 0.08
H -4.53 5.09 -0.05
H -2.06 4.10 2.21
H -3.17 5.49 2.31
H -1.65 5.51 3.21
H 1.24 6.08 0.27
H 0.27 7.57 0.22
H 1.32 7.15 -1.14
*
```

Properties
HOMO-LUMO gap   8.13 eV
HOMO level   -12.33 eV

=====

Computed, not measured: C11H32NiO7 as an isolated structure, with the ωB97M-V functional and the def2-TZVPD basis.

The geometry in ORCA input format:
```
! RIJCOSX wB97M-V def2-TZVPD def2/J DEFGRID3
* xyz 3 4
Ni -0.50 0.24 -0.20
C 2.00 1.97 0.80
O 1.30 1.36 -0.31
H 2.03 1.33 1.68
H 3.02 2.25 0.52
H 1.47 2.88 1.07
H 1.91 1.43 -1.05
C -0.33 0.42 2.92
O 0.00 -0.29 1.69
H -0.93 1.27 2.62
H -0.75 -0.11 3.78
H 0.59 0.94 3.21
H 0.63 -0.94 2.02
C -1.02 1.99 -2.97
O -1.15 0.79 -2.15
H -0.78 1.77 -4.01
H -2.01 2.46 -2.97
H -0.33 2.77 -2.63
H -1.83 0.27 -2.58
C 4.09 -0.85 1.05
O 2.71 -1.11 0.88
C 2.54 -2.40 0.28
C 1.08 -2.46 -0.23
O 0.65 -1.29 -0.96
C 1.37 -1.20 -2.15
H 4.62 -0.98 0.11
H 4.56 -1.53 1.76
H 4.34 0.13 1.46
H 2.83 -3.13 1.03
H 3.20 -2.63 -0.56
H 0.45 -2.64 0.64
H 1.06 -3.31 -0.91
H 1.07 -0.32 -2.72
H 1.31 -2.06 -2.82
H 2.44 -1.04 -2.03
C -2.17 -2.49 -0.11
O -2.09 -1.04 -0.12
C -3.24 -0.49 0.52
C -3.29 1.02 0.39
O -1.95 1.55 0.35
C -1.92 2.95 0.22
H -1.75 -2.88 0.82
H -1.49 -2.75 -0.93
H -3.16 -2.90 -0.30
H -3.20 -0.70 1.59
H -4.14 -0.90 0.06
H -3.94 1.50 1.12
H -3.72 1.05 -0.61
H -0.90 3.31 0.36
H -2.41 3.40 1.08
H -2.29 3.38 -0.71
*
```

Properties
<S²>   3.757
HOMO-LUMO gap (spin up / spin down)   10.97 / 4.13 eV
HOMO level (spin up / spin down)   -19.69 / -19.65 eV

=====

Computed, not measured: C11H33B4CaF8MnN4O4 as an isolated structure, with the ωB97M-V functional and the def2-TZVPD basis.

The geometry in ORCA input format:
```
! RIJCOSX wB97M-V def2-TZVPD def2/J DEFGRID3
* xyz 1 6
Mn -15.33 -6.54 -2.44
Ca -19.86 -7.85 -5.19
N -19.02 -8.04 -0.87
O -19.16 -8.65 -1.91
O -19.89 -8.04 -0.04
O -17.92 -7.39 -0.68
B -22.65 -6.78 -3.73
H -22.59 -7.08 -4.76
H -21.71 -6.33 -3.43
H -23.45 -6.11 -3.50
H -22.75 -7.65 -3.10
B -17.18 -5.81 -4.46
H -16.28 -5.21 -4.44
H -16.96 -6.82 -4.13
H -17.89 -5.35 -3.80
H -17.58 -5.82 -5.46
C -20.04 -18.77 -5.18
C -19.77 -18.07 -3.85
N -20.04 -16.64 -3.85
C -19.50 -15.73 -4.73
C -19.92 -14.47 -4.37
N -20.84 -14.68 -3.41
C -20.95 -15.97 -3.06
C -21.60 -13.63 -2.79
H -21.10 -18.88 -5.43
H -19.50 -19.72 -5.15
H -19.51 -18.26 -5.98
H -18.72 -18.27 -3.66
H -20.32 -18.56 -3.04
H -18.77 -16.07 -5.45
H -19.80 -13.46 -4.73
H -21.68 -16.45 -2.41
H -20.95 -12.89 -2.32
H -22.19 -14.10 -2.00
H -22.25 -13.15 -3.52
C -20.93 -12.91 5.01
N -20.24 -12.99 3.64
C -20.65 -14.26 2.81
C -20.78 -11.74 2.86
C -18.69 -12.84 3.86
C -17.81 -13.26 2.69
O -18.19 -12.57 1.56
H -22.01 -13.05 4.94
H -20.54 -11.97 5.40
H -20.52 -13.76 5.55
H -21.71 -14.30 3.05
H -20.08 -15.01 3.36
H -20.39 -14.13 1.76
H -21.86 -11.84 2.92
H -20.40 -11.67 1.84
H -20.52 -10.84 3.42
H -18.43 -13.44 4.73
H -18.56 -11.77 4.02
H -17.78 -14.32 2.43
H -16.79 -12.99 2.94
H -17.53 -11.90 1.35
B -13.98 -9.56 -1.04
F -14.89 -10.38 -0.37
F -12.73 -10.10 -1.30
F -14.58 -9.29 -2.26
F -13.92 -8.32 -0.51
B -16.84 -9.80 -6.88
F -16.33 -10.86 -7.54
F -17.80 -9.10 -7.57
F -17.44 -10.23 -5.74
F -15.80 -8.96 -6.56
*
```

Properties
<S²>   8.752
HOMO-LUMO gap (spin up / spin down)   5.30 / 5.27 eV
HOMO level (spin up / spin down)   -10.18 / -10.14 eV